Below is a structure of composition H22K3O15P in a non-equilibrium geometry, with properties calculated with ωB97M-V with the def2-TZVPD basis set.

For the HOMO energy, the calculation gives -9.732 eV. As for the LUMO energy: -0.7 eV. The total charge is 0. The calculation puts the calculated total energy at -3283.35331 Ha.

Positions of all 41 atoms, in Å:
K1 -1.460532 0.769203 3.261557
K2 -3.223517 -0.365753 -1.444220
K3 2.858611 -0.961188 1.018078
P1 -0.139616 -0.093764 0.427602
O1 0.273303 -0.607745 1.845265
O2 -1.462117 0.710578 0.593297
O3 -0.255176 -1.206070 -0.612817
O4 0.895377 0.974596 0.067938
O5 -0.693646 -0.335943 -3.125938
H1 -0.505832 -0.731030 -2.246169
H2 0.015419 0.311875 -3.256646
O6 0.263405 2.594772 -2.261511
H3 1.045706 3.154230 -2.293769
H4 0.344275 2.099657 -1.422270
O7 -0.477087 3.388741 1.185839
H5 0.480286 3.535342 1.128157
H6 -0.603288 2.485451 0.862449
O8 1.608536 0.962674 3.382558
H7 2.267030 0.511995 3.924645
H8 1.114334 0.235562 2.924159
O9 -0.464719 -3.225678 2.155126
H9 -0.235231 -2.279426 1.958694
H10 -0.201312 -3.723008 1.370228
O10 2.407702 2.747416 1.306269
H11 1.937090 2.021913 0.824484
H12 2.088265 2.672619 2.212119
O11 -2.523652 2.307665 -1.240829
H13 -2.376242 1.891053 -0.370310
H14 -1.634920 2.406437 -1.619696
O12 1.667357 -2.729999 -1.827054
H15 1.068834 -2.209260 -1.245276
H16 1.228234 -3.581517 -1.922991
O13 -1.918947 -3.165371 -1.267036
H17 -1.377400 -2.556202 -0.729153
H18 -1.436189 -3.240562 -2.098785
O14 2.450979 0.176165 -2.036212
H19 1.867076 0.588405 -1.366884
H20 2.045293 -0.680190 -2.232542
O15 -2.703700 -1.637910 1.452091
H21 -2.031278 -2.307302 1.675807
H22 -2.202701 -0.908426 1.043735

Cartesian forces (eV/Å) of the 6 atoms listed first:
K -0.08 0.18 -0.21
K 0.44 -0.05 -0.11
K -0.11 0.35 -0.43
P -0.21 2.62 0.74
O -0.17 -1.27 -0.29
O -0.39 -1.40 0.26

Löwdin population analysis, charges in e, atoms 1 to 2: number 1, K, carries 0.959; number 2, K, carries 0.932